1.
49
Properties=species:S:1:pos:R:3 method="wB97M-V/def2-TZVPD" gap_ha="0.275 / 0.193" e_tot_ha=-4166.19809 charge=+2 fmax_ev_per_a=0.579 spin_multiplicity=3 s2=2.026
Au 0.91 -1.58 -0.06
Se -4.14 -0.13 -5.63
N -4.34 -0.75 -3.99
C -3.14 -0.84 -3.47
C -2.88 -1.33 -2.12
C -3.88 -1.74 -1.24
C -3.53 -2.19 0.02
C -2.19 -2.23 0.38
N -1.24 -1.84 -0.47
C -1.56 -1.38 -1.70
C -0.47 -0.95 -2.55
N 0.77 -1.02 -2.02
C 1.83 -0.67 -2.74
C 1.69 -0.20 -4.04
C 0.43 -0.11 -4.59
C -0.68 -0.49 -3.84
C -2.05 -0.43 -4.32
N -2.38 -0.01 -5.51
H -4.91 -1.69 -1.55
H -4.28 -2.52 0.73
H -1.87 -2.58 1.35
H 2.80 -0.75 -2.27
H 2.58 0.07 -4.60
H 0.28 0.26 -5.60
C -0.63 5.89 -0.18
C -0.24 4.81 0.78
C 0.37 5.09 2.01
C 0.75 4.02 2.81
N 0.53 2.76 2.45
C -0.11 2.60 1.29
S -0.54 0.98 0.87
N -0.50 3.56 0.43
H -0.53 6.88 0.26
H -1.66 5.75 -0.51
H 0.00 5.84 -1.06
H 0.55 6.11 2.32
H 1.25 4.18 3.76
C 2.81 -3.94 4.52
N 2.66 -2.81 3.59
C 3.41 -1.56 3.80
C 1.84 -2.89 2.59
O 1.66 -1.93 1.79
H 3.58 -3.70 5.24
H 3.11 -4.84 3.99
H 1.88 -4.12 5.05
H 4.01 -1.66 4.70
H 2.73 -0.72 3.90
H 4.07 -1.37 2.95
H 1.30 -3.83 2.48

***

2.
54
Properties=species:S:1:pos:R:3 method="wB97M-V/def2-TZVPD" gap_ha=0.251 e_tot_ha=-3572.49205 charge=-2 fmax_ev_per_a=1.115 de_lowest_kj_mol=140.1 spin_multiplicity=1
Sc 0.71 0.06 0.97
O 2.38 2.80 3.50
C 2.54 1.92 2.51
O 2.26 0.75 2.65
C 3.16 2.47 1.26
O 3.24 1.41 0.35
C 2.99 1.77 -1.01
C 1.51 2.04 -1.31
O 1.23 3.03 -1.99
O 0.70 1.17 -0.85
H 1.79 2.36 4.13
H 4.16 2.85 1.50
H 2.54 3.29 0.90
H 3.27 0.89 -1.59
H 3.59 2.63 -1.30
C -3.80 -4.10 -2.05
C -2.39 -3.56 -2.05
C -1.30 -4.41 -2.05
C 0.00 -3.91 -1.98
C 0.20 -2.55 -1.93
C -0.88 -1.67 -1.96
C -2.17 -2.18 -2.02
S 1.83 -1.87 -1.70
O 2.74 -2.96 -1.97
O 1.90 -0.74 -2.58
N 1.89 -1.43 -0.17
C 2.36 -2.51 0.73
C 1.61 -2.51 2.05
O 1.87 -3.39 2.87
O 0.74 -1.57 2.19
H -3.82 -5.15 -2.32
H -4.44 -3.55 -2.74
H -4.25 -4.01 -1.05
H -1.46 -5.49 -2.08
H 0.86 -4.57 -1.98
H -0.71 -0.60 -1.93
H -3.01 -1.50 -2.03
H 3.42 -2.39 0.95
H 2.25 -3.49 0.27
Cl -4.63 4.87 0.07
C -3.13 4.02 0.47
C -1.92 4.69 0.41
C -0.75 4.04 0.73
C -0.75 2.68 1.12
O 0.32 2.07 1.51
C -2.00 2.02 1.14
C -2.07 0.57 1.42
O -1.30 -0.25 0.82
C -3.18 2.69 0.84
H -1.90 5.73 0.09
H 0.20 4.55 0.66
H -3.05 0.20 1.71
H -4.13 2.17 0.88
I -1.25 0.62 3.95

***

3.
46
Properties=species:S:1:pos:R:3 method="wB97M-V/def2-TZVPD" gap_ha="0.262 / 0.259" e_tot_ha=-2363.75271 charge=+1 fmax_ev_per_a=0.385 de_lowest_kj_mol=0.0 spin_multiplicity=2 s2=0.757
Ru 0.37 1.47 0.27
Cl -4.62 1.78 -5.03
C -3.22 1.73 -4.02
C -1.95 1.62 -4.59
C -0.83 1.58 -3.80
C -0.92 1.65 -2.39
O 0.21 1.62 -1.71
C -2.21 1.76 -1.82
C -2.48 1.84 -0.41
N -1.61 1.76 0.54
C -2.00 1.80 1.91
C -3.28 1.93 2.39
C -3.53 1.95 3.77
C -2.51 1.86 4.68
C -1.18 1.73 4.22
C -0.08 1.62 5.09
C 1.18 1.50 4.58
C 1.35 1.47 3.18
N 0.34 1.56 2.34
C -0.93 1.70 2.84
C -3.34 1.80 -2.66
H -1.86 1.56 -5.67
H 0.15 1.48 -4.24
H -3.52 1.97 -0.15
H -4.12 2.01 1.72
H -4.55 2.05 4.11
H -2.71 1.88 5.74
H -0.24 1.64 6.16
H 2.05 1.43 5.21
H 2.34 1.38 2.75
H -4.32 1.89 -2.21
S 2.76 1.16 0.19
C 3.47 1.68 -1.25
N 2.85 1.96 -2.37
C 3.66 2.56 -3.43
C 5.09 2.12 -3.16
S 5.19 1.92 -1.35
H 1.83 1.89 -2.39
H 3.56 3.64 -3.40
H 3.32 2.20 -4.40
H 5.82 2.86 -3.47
H 5.33 1.16 -3.63
C 0.04 -0.53 0.35
H -0.61 -0.73 -0.50
H -0.48 -0.81 1.27
H 0.97 -1.08 0.24

***

4.
48
Properties=species:S:1:pos:R:3 method="wB97M-V/def2-TZVPD" gap_ha=0.307 e_tot_ha=-2130.78696 fmax_ev_per_a=1.261 spin_multiplicity=1 smiles="O=C(CSc1n[nH]c(=O)n1C1CC1)N1N=C(c2ccc(Cl)cc2)C[C@@H]1c1ccco1"
O -1.80 -2.98 1.18
C -0.88 -2.26 1.51
N 0.17 -2.03 0.68
N 1.28 -1.35 1.03
C 2.11 -1.32 0.05
C 3.37 -0.63 0.12
C 3.63 0.22 1.20
C 4.83 0.90 1.30
C 5.78 0.74 0.30
C 5.54 -0.09 -0.79
C 4.34 -0.77 -0.88
H 4.16 -1.41 -1.72
H 6.29 -0.20 -1.56
Cl 7.28 1.59 0.41
H 5.03 1.55 2.13
H 2.87 0.33 1.96
C 1.61 -2.08 -1.17
H 1.63 -1.46 -2.06
H 2.21 -2.98 -1.33
C 0.17 -2.42 -0.75
C -0.86 -1.59 -1.45
C -2.20 -1.78 -1.61
C -2.68 -0.63 -2.28
C -1.61 0.17 -2.48
O -0.50 -0.40 -1.98
H -1.50 1.13 -2.94
H -3.70 -0.43 -2.57
H -2.76 -2.63 -1.27
H -0.09 -3.47 -0.82
C -0.83 -1.50 2.82
H 0.12 -1.01 2.98
H -1.13 -2.14 3.65
S -2.14 -0.22 2.71
C -1.43 0.79 1.48
N -0.16 0.91 1.27
N -0.06 1.79 0.24
C -1.28 2.25 -0.19
O -1.50 3.04 -1.07
N -2.18 1.58 0.64
C -3.60 1.68 0.65
C -4.34 2.11 -0.58
C -4.26 3.03 0.60
H -3.62 3.89 0.51
H -5.13 3.18 1.21
H -3.76 2.37 -1.45
H -5.27 1.62 -0.80
H -4.03 0.91 1.28
H 0.84 2.02 -0.14

***

5.
54
Properties=species:S:1:pos:R:3 method="wB97M-V/def2-TZVPD" gap_ha="0.230 / 0.282" e_tot_ha=-4129.94866 charge=+1 fmax_ev_per_a=2.105 de_lowest_kj_mol=168.4 spin_multiplicity=1
Co -0.42 0.07 1.82
N -1.81 1.70 2.22
N -2.04 2.03 3.55
C -1.54 1.23 4.50
N -1.78 1.54 5.77
S -0.63 -0.15 4.13
H -1.32 2.45 1.70
H -2.70 1.51 1.77
H -2.53 2.88 3.77
H -2.36 2.31 6.04
H -1.42 0.93 6.49
C 4.25 0.89 1.90
C 3.49 1.19 3.02
C 2.13 0.93 3.00
N 1.52 0.39 1.93
C 2.26 0.11 0.84
C 3.62 0.34 0.80
H 5.31 1.07 1.89
H 3.93 1.63 3.90
H 1.51 1.14 3.85
H 1.74 -0.30 0.00
H 4.17 0.08 -0.10
O 1.78 -2.65 1.18
S 0.45 -3.13 1.30
O 0.07 -3.96 2.40
N -0.63 -1.81 1.28
C -1.46 -1.90 0.28
S -2.63 -0.68 0.17
C -1.23 -3.04 -0.64
C -1.90 -3.37 -1.79
C -1.47 -4.49 -2.49
C -0.40 -5.25 -2.03
C 0.27 -4.92 -0.86
C -0.16 -3.79 -0.20
H -2.74 -2.77 -2.14
H -1.98 -4.78 -3.41
H -0.09 -6.13 -2.59
H 1.11 -5.51 -0.50
O -0.66 3.00 0.23
C -0.43 1.98 -0.43
O -0.29 0.79 0.07
C -0.32 2.05 -1.92
C -0.52 3.28 -2.55
C -0.45 3.38 -3.93
C -0.20 2.23 -4.65
C 0.00 1.00 -4.06
C -0.07 0.92 -2.68
N -0.14 2.32 -6.14
O 0.02 1.29 -6.75
O -0.25 3.42 -6.64
H -0.71 4.15 -1.94
H -0.60 4.32 -4.44
H 0.19 0.14 -4.68
H 0.07 -0.03 -2.19